(1)
70
Properties=species:S:1:pos:R:3:forces:R:3:mulliken_charge:R:1 method="wB97M-V/def2-TZVPD" total_charge=-1 gap_ev="7.16 / 7.04" multiplicity=2 lumo_energy_ha="0.0840 / 0.0799" e_homo_ev="-4.87 / -4.87" e_above_lowest_kcal_mol=8.34
Cu -0.25852 -0.04436 -0.56053 0.537 0.254 0.018 -0.1351
C 0.02681 3.96303 0.92705 0.019 -0.037 0.017 -1.4505
C -0.46709 2.54914 0.79182 -0.211 -0.070 0.174 1.4316
N 0.31627 1.66050 0.29808 -0.082 0.016 -0.187 1.2579
N 1.62195 2.06854 0.01744 -0.201 -0.069 -0.028 -1.0788
C 1.94675 1.93942 -1.22382 0.017 -0.027 -0.135 0.4227
S 0.94184 1.42643 -2.53180 0.186 0.022 0.269 -0.6152
S 3.68874 2.31413 -1.46396 -0.047 -0.020 0.027 -0.1232
C 3.57857 3.31287 -2.97281 -0.091 -0.090 -0.025 -1.3854
C 2.99153 4.67270 -2.71814 -0.043 -0.013 0.011 0.7562
C 3.72778 5.67502 -2.08966 0.024 -0.042 -0.040 -0.3863
C 3.15757 6.90617 -1.81334 -0.034 0.025 -0.008 -0.5195
C 1.83213 7.15378 -2.15444 0.027 -0.006 0.013 -0.4027
C 1.09049 6.16251 -2.77821 0.042 -0.035 0.000 -0.6734
C 1.66796 4.92940 -3.06060 -0.042 0.082 -0.007 -0.1412
C -1.84822 2.18733 1.18005 0.102 0.146 -0.008 -0.1810
C -2.47388 2.92673 2.19436 -0.007 -0.032 0.015 -0.6720
C -3.76455 2.68032 2.61292 0.010 -0.019 -0.041 -1.0368
C -4.48479 1.66548 1.97886 0.007 0.010 0.021 -0.3108
C -3.90632 0.91963 0.98124 -0.032 0.033 0.037 -0.7327
C -2.57124 1.12830 0.55864 0.097 -0.128 -0.039 0.8637
O -2.10697 0.34822 -0.37287 -0.171 0.023 -0.186 -0.8423
H 1.05379 3.96655 1.28826 0.012 0.002 0.019 0.3684
H -0.60380 4.57653 1.56084 -0.033 -0.002 -0.033 0.4682
H 0.04771 4.40652 -0.07311 0.033 -0.009 0.011 0.1713
H 2.95928 2.74776 -3.66927 0.062 0.041 -0.090 0.4454
H 4.59434 3.37159 -3.36578 0.005 0.032 0.032 0.4757
H 4.75443 5.47618 -1.80329 -0.001 -0.001 0.013 0.3564
H 3.74358 7.67398 -1.32323 0.001 0.002 0.004 0.3689
H 1.38134 8.11204 -1.92808 0.005 0.007 -0.004 0.3737
H 0.05553 6.34268 -3.04145 -0.006 -0.003 -0.001 0.3927
H 1.08481 4.14418 -3.52545 -0.003 0.002 0.014 0.3495
H -1.91326 3.70627 2.69299 -0.011 0.013 0.003 0.1551
H -4.20546 3.26594 3.40835 0.000 -0.006 0.014 0.3693
H -5.50463 1.45473 2.28054 -0.006 0.003 -0.004 0.3657
H -4.44814 0.12030 0.49209 -0.002 -0.001 -0.010 0.4168
Cl 3.19952 -2.75222 1.78592 -0.054 0.006 -0.071 -0.2344
C 2.48975 -3.01873 0.21957 0.221 -0.219 0.035 0.5062
C 2.92419 -4.11426 -0.54278 0.005 0.049 0.084 -0.6605
C 2.39598 -4.37234 -1.77418 -0.018 -0.027 -0.070 0.6545
Cl 2.98080 -5.73995 -2.69698 -0.042 0.070 0.040 -0.3000
C 1.37712 -3.54458 -2.30497 0.055 -0.092 -0.084 0.0983
C 0.74793 -3.72078 -3.55730 0.034 -0.023 0.028 -0.7627
C -0.23902 -2.86151 -3.94739 -0.025 0.072 0.030 -0.8965
C -0.61738 -1.81359 -3.08798 -0.054 0.017 -0.091 0.0417
N -0.04503 -1.62524 -1.92857 -0.147 -0.115 0.340 -0.2465
C 0.95004 -2.45716 -1.52237 -0.111 0.041 -0.068 0.9236
C 1.51528 -2.14171 -0.23215 -0.223 0.053 -0.060 -0.2126
O 1.07496 -1.12820 0.41132 0.257 0.006 -0.048 -0.7093
H 3.69172 -4.76047 -0.13910 0.012 0.014 -0.001 0.4312
H 1.05762 -4.53802 -4.19473 0.003 -0.002 0.005 0.4020
H -0.73307 -2.97309 -4.90243 -0.005 0.003 0.000 0.3902
H -1.39642 -1.11195 -3.36133 -0.007 -0.007 0.005 0.4695
C 0.07656 1.37050 4.76327 -0.049 0.032 0.072 -1.0542
Te 0.82720 0.04682 3.25033 -0.033 0.065 -0.041 0.2704
C 1.30896 -1.24492 4.89068 0.006 -0.017 0.111 -1.0860
C 1.07322 -0.46276 6.16142 0.019 -0.010 -0.052 0.4314
C 1.44329 -0.98426 7.40123 -0.020 0.011 -0.026 -0.6270
C 1.22825 -0.27031 8.56773 -0.012 0.024 -0.005 -0.5027
C 0.63168 0.98405 8.50637 0.017 -0.034 0.013 -0.5200
C 0.26057 1.50729 7.28005 -0.009 0.002 -0.012 -0.5729
C 0.47756 0.79703 6.09973 0.004 -0.010 -0.034 0.4121
H -1.00747 1.45051 4.67663 -0.005 -0.015 0.012 0.4221
H 0.49617 2.36706 4.62637 0.021 -0.007 0.003 0.4430
H 2.34744 -1.56425 4.81251 -0.004 0.014 0.001 0.4115
H 0.68073 -2.13452 4.85686 -0.006 -0.001 0.016 0.3716
H 1.90830 -1.96258 7.44347 0.007 -0.004 0.002 0.4153
H 1.52706 -0.68614 9.52183 -0.001 -0.005 0.005 0.3752
H 0.46053 1.55168 9.41255 0.000 0.002 0.004 0.3758
H -0.20408 2.48542 7.22868 0.002 0.005 -0.006 0.4172


(2)
74
Properties=species:S:1:pos:R:3:forces:R:3:mulliken_charge:R:1 method="wB97M-V/def2-TZVPD" gap_ev="6.19 / 7.11" multiplicity=8 lumo_energy_ha="-0.0098 / -0.0100" e_homo_ev="-6.46 / -7.38" e_above_lowest_kcal_mol=0.00
Eu -21.34405 -5.24955 1.84858 0.482 0.006 0.608 1.1624
C -24.11850 -6.86977 3.73699 -0.334 -0.649 1.436 -1.0469
C -23.03692 -6.75577 4.77312 0.239 0.230 -0.690 0.7736
C -23.29423 -7.05255 6.09540 1.069 -0.210 0.314 -0.8629
C -22.21743 -7.21416 6.97463 -0.435 -0.508 0.084 -0.7746
C -20.94056 -7.04109 6.48287 -0.224 0.039 -1.358 -0.7216
C -20.76338 -6.70039 5.12926 -1.492 0.412 0.510 0.4667
N -21.79525 -6.52785 4.28370 -0.335 -0.408 1.052 0.0948
C -19.45323 -6.42208 4.55111 1.542 0.177 0.314 0.8737
C -18.35954 -5.99007 5.31104 0.042 0.673 0.537 -0.9297
C -17.23235 -5.54137 4.62325 0.523 0.016 0.010 -0.7885
C -17.17779 -5.63086 3.23971 -0.506 -0.140 0.118 -0.7489
C -18.25296 -6.22247 2.57345 0.733 -0.022 1.415 1.0201
N -19.35120 -6.56770 3.24358 -0.266 -0.104 -0.933 -0.3448
C -18.22089 -6.46989 1.13726 -1.173 0.087 -2.042 0.2070
C -17.11988 -6.27595 0.30750 0.211 -0.205 0.833 -0.3210
C -17.27262 -6.36875 -1.07962 0.883 0.259 1.213 -0.7854
C -18.48632 -6.73038 -1.54930 -1.905 -0.221 -0.987 -0.5119
C -19.61076 -6.88856 -0.69575 1.525 -0.600 -0.050 0.9342
C -20.99243 -7.24938 -1.12724 -0.064 -0.765 0.536 -1.5015
N -19.44299 -6.77349 0.60207 0.564 0.367 0.880 -0.2889
H -23.85274 -7.78074 3.23041 -0.179 -0.444 -0.659 0.3658
H -24.13934 -6.06170 3.05533 -0.044 0.736 -0.707 0.2320
H -25.12015 -7.00639 4.18826 0.547 0.178 -0.203 0.3823
H -24.29851 -7.28855 6.36219 -0.502 0.045 0.391 0.4673
H -22.36854 -7.61338 7.99137 0.026 0.493 -0.541 0.3935
H -20.06595 -7.28583 7.02447 0.585 -0.054 0.803 0.4825
H -18.43244 -5.84145 6.40689 0.040 -0.255 -0.879 0.3085
H -16.35416 -5.10848 5.12870 -0.696 -0.227 -0.007 0.3742
H -16.37649 -5.19211 2.66987 0.269 -0.075 0.087 0.3452
H -16.12889 -6.14450 0.74703 -0.330 0.253 -0.201 0.3851
H -16.41247 -6.12715 -1.70198 -0.318 -0.343 -0.103 0.4368
H -18.64209 -6.88154 -2.60393 -0.028 0.136 -0.272 0.4082
H -21.62120 -6.38182 -1.09936 -0.423 0.635 -0.099 0.2004
H -21.42136 -7.99731 -0.43884 0.258 0.367 -0.025 0.2913
H -21.06428 -7.70312 -2.09381 0.203 0.004 -0.771 0.5168
Cl -17.76237 0.67791 -1.95988 -0.256 -0.938 0.313 -0.2542
C -18.41009 -0.87215 -1.31040 0.235 1.657 -1.098 0.1354
C -19.05571 -1.73704 -2.20912 0.650 0.092 -0.476 -0.5081
C -19.59357 -2.88859 -1.76903 -0.921 -0.694 -0.291 0.2012
Cl -20.37031 -3.93638 -2.98818 0.372 0.348 0.923 -0.2215
C -19.69392 -3.20374 -0.36881 0.753 0.801 0.411 -0.2986
O -20.31243 -4.19106 0.06327 -0.561 -0.742 -0.463 0.1408
C -19.00786 -2.29520 0.52446 0.290 0.767 -0.148 0.9762
C -18.99181 -2.52841 1.96023 -0.432 -0.973 -0.183 -0.5456
O -19.50053 -3.49508 2.56061 0.176 0.711 -0.383 -0.3415
C -18.37366 -1.10087 0.01101 -0.630 -1.629 1.194 -1.0143
H -19.07149 -1.56837 -3.27854 0.079 0.367 0.114 0.4453
H -18.45433 -1.80259 2.59356 0.056 0.198 -0.291 0.2241
H -17.89195 -0.43772 0.71071 0.069 0.220 -0.007 0.4290
N -29.71654 -3.66316 -1.20974 -0.646 -1.563 0.149 -0.5264
C -28.37602 -3.80355 -0.96347 1.561 0.707 0.697 0.9307
C -27.97262 -4.82706 -0.12039 0.675 -1.031 0.291 -0.6920
C -26.63942 -4.96721 0.33397 -3.122 -0.170 -0.473 -0.6333
C -25.71254 -4.04294 0.01271 0.286 1.484 -0.725 -0.2946
C -26.04212 -2.97661 -0.87396 -1.192 -0.472 0.673 -0.5070
C -27.36241 -2.85917 -1.33803 -0.087 -0.343 -0.383 -0.5920
S -24.25293 -3.95095 0.95478 -0.268 -0.942 -0.053 1.9026
O -23.54450 -5.26563 0.85143 -0.447 0.685 -0.107 -0.6821
O -23.55052 -2.83614 0.39554 0.833 0.458 0.349 -0.7464
N -24.83280 -3.82578 2.44192 -1.249 0.131 -1.260 -0.4728
C -24.02524 -3.54010 3.42385 0.543 0.151 1.636 0.1384
S -24.61019 -3.31345 5.12700 0.890 0.181 -0.557 -0.2699
C -22.92198 -3.04542 5.66461 -1.008 -0.555 -2.849 -0.6044
C -22.14831 -3.17010 4.54712 1.344 0.306 1.527 -0.3081
N -22.71607 -3.46611 3.34571 0.605 -0.197 0.023 -0.1117
H -30.25800 -4.55209 -1.20596 0.597 1.421 -0.109 0.2250
H -30.02875 -2.94766 -1.81621 -0.253 0.413 -0.628 0.2103
H -28.72396 -5.54761 0.24394 0.412 0.379 -0.219 0.1945
H -26.52312 -5.74806 1.04012 0.724 -0.543 0.572 0.3988
H -25.32468 -2.18769 -1.06856 0.005 -0.254 -0.093 0.4732
H -27.63685 -2.04326 -2.03130 0.252 -0.412 0.535 0.2402
H -22.62695 -2.64799 6.59098 0.087 0.118 1.040 0.5480
H -21.04274 -3.05733 4.60917 -0.907 -0.022 -0.266 0.3147


(3)
65
Properties=species:S:1:pos:R:3:forces:R:3:mulliken_charge:R:1 method="wB97M-V/def2-TZVPD" total_charge=-1 gap_ev=6.17 multiplicity=1 lumo_energy_ha=0.0772 e_homo_ev=-4.07 e_above_lowest_kcal_mol=0.00
Pt 0.27275 0.38275 -0.72604 0.417 0.496 0.222 0.6142
Cl -2.92848 4.27690 4.25424 0.012 -0.004 -0.001 -0.2856
C -2.10462 3.72310 2.81255 -0.012 0.015 -0.016 0.1146
C -2.52778 4.18272 1.55666 -0.060 0.036 0.066 -0.4684
C -1.89978 3.75779 0.42121 0.006 -0.091 -0.063 -0.4285
C -0.84468 2.79803 0.44757 0.009 0.132 0.017 0.7762
O -0.32470 2.40998 -0.65824 -0.236 -0.234 0.058 -1.1079
C -0.40174 2.38910 1.74450 0.042 -0.083 0.090 -0.3629
C 0.79927 1.61839 1.94123 -0.010 0.211 -0.135 0.4719
N 1.39591 0.90625 1.05265 -0.118 -0.266 -0.302 -0.1609
C 2.63505 0.29445 1.36954 0.024 -0.038 -0.100 0.0052
C 2.92308 -0.19213 2.61748 -0.039 -0.176 -0.029 -0.0722
C 4.14071 -0.85442 2.88466 -0.033 0.027 0.015 -0.9153
C 5.06647 -1.03303 1.90201 0.031 -0.006 0.000 -0.9254
C 4.81502 -0.53461 0.60129 0.047 -0.064 -0.016 1.4166
C 5.73434 -0.69320 -0.46360 -0.026 -0.011 0.058 -0.8285
C 5.44063 -0.17448 -1.68673 -0.042 0.010 -0.042 -0.5270
C 4.22366 0.53004 -1.84398 0.050 -0.074 0.037 -0.4575
N 3.35472 0.69050 -0.88828 -0.072 0.093 0.023 -0.3617
C 3.61085 0.14492 0.32506 -0.137 0.168 0.086 -0.1201
C -1.04304 2.86995 2.90349 0.017 0.005 -0.035 -0.9994
H -3.36023 4.87313 1.49742 0.013 0.001 0.000 0.3975
H -2.22036 4.09788 -0.55342 -0.044 -0.006 -0.045 0.3840
H 1.25302 1.72008 2.92914 0.081 0.021 -0.032 0.5251
H 2.18744 -0.12849 3.40819 -0.046 -0.004 -0.033 0.5646
H 4.31803 -1.24181 3.87986 0.005 0.001 0.003 0.3514
H 5.99564 -1.55513 2.09760 -0.001 -0.013 -0.006 0.3852
H 6.65751 -1.23344 -0.28721 0.001 0.004 0.005 0.3835
H 6.11207 -0.28725 -2.52744 0.007 0.000 0.002 0.3778
H 3.97081 0.96814 -2.80479 0.001 0.014 0.003 0.4362
H -0.69007 2.54765 3.87645 0.009 0.015 0.002 0.4102
C -6.52162 2.40223 -0.41755 -0.021 0.037 0.029 -1.5231
C -5.22297 1.81897 -0.90705 -0.002 -0.002 -0.020 0.8212
C -4.64439 0.72625 -0.28281 0.024 0.003 0.025 -1.1375
C -3.45176 0.16146 -0.73210 0.044 -0.038 -0.025 1.2841
C -2.90054 -1.03893 -0.01785 0.003 0.003 -0.010 -1.4958
C -2.79938 0.72253 -1.83934 -0.120 0.062 -0.083 0.0268
Se -1.20838 -0.08153 -2.57116 0.103 -0.058 0.147 -0.1994
C -3.35814 1.84924 -2.46463 0.026 0.019 0.028 1.0431
C -2.67122 2.53683 -3.61275 0.007 -0.006 -0.028 -1.8377
C -4.56372 2.36455 -2.00058 0.038 0.068 0.063 -0.9444
H -6.89073 1.85946 0.45320 0.002 -0.004 -0.002 0.3508
H -7.29279 2.36104 -1.19057 0.003 -0.003 -0.002 0.3425
H -6.40587 3.45059 -0.13055 0.013 -0.013 -0.009 0.3036
H -5.13206 0.29079 0.58446 -0.008 -0.010 -0.012 0.1864
H -3.58906 -1.37303 0.76028 0.008 -0.007 -0.001 0.3947
H -1.92917 -0.81322 0.42863 -0.007 0.004 0.020 0.1625
H -2.71290 -1.85539 -0.71768 -0.005 0.000 -0.003 0.3134
H -1.60701 2.64552 -3.40381 -0.006 0.031 0.017 0.3822
H -3.11452 3.52006 -3.78470 0.000 -0.011 -0.014 0.3810
H -2.75171 1.95879 -4.53651 0.012 -0.022 0.015 0.3648
H -4.98376 3.23768 -2.49374 -0.004 -0.014 -0.003 0.2788
C 0.87713 -1.43892 -0.68094 -0.144 -0.281 0.060 -3.0897
C 1.24938 -2.58962 -0.54980 0.103 0.073 -0.035 3.1489
C 1.72708 -3.92390 -0.38273 0.048 -0.057 0.001 -0.0653
C 2.87268 -4.18549 0.38201 -0.008 0.043 0.004 -0.1213
C 3.33628 -5.47926 0.55498 -0.001 0.001 -0.006 -0.4950
C 2.67212 -6.54950 -0.03125 -0.007 0.005 0.006 -0.3648
C 1.53846 -6.30519 -0.79619 0.002 -0.020 -0.007 -0.4355
C 1.07146 -5.01298 -0.97166 -0.009 0.053 -0.001 -0.5447
H 3.38871 -3.34889 0.83824 0.001 -0.010 0.013 0.3409
H 4.22377 -5.65318 1.15236 -0.001 -0.005 0.004 0.3662
H 3.03162 -7.56146 0.10859 0.006 0.001 -0.009 0.3620
H 1.01244 -7.13011 -1.26223 0.000 -0.002 0.006 0.3516
H 0.18904 -4.81915 -1.56766 -0.003 -0.018 0.001 0.4560